1.
Below is one molecule with the formula C4H8O2, with properties calculated with wB97M-V/def2-TZVPD.

Geometry (Å):
C1 -1.76147 0.42128 -0.42100
O1 -1.09723 0.07285 0.77936
C2 -0.18834 -0.99018 0.66068
C3 1.14383 -0.64944 -0.00675
C4 1.55647 0.80119 -0.02308
O2 1.82683 -1.54008 -0.46466
H1 -2.84603 0.39213 -0.25935
H2 -1.48107 1.43578 -0.73040
H3 -1.51453 -0.27244 -1.23611
H4 0.05220 -1.30847 1.68271
H5 -0.61657 -1.85415 0.13227
H6 2.60219 0.88522 -0.32621
H7 1.39561 1.26703 0.95490
H8 0.92811 1.33928 -0.74236

Energy = -8371.8619 eV
LUMO energy = 0.9 eV
Total charge = 0
Frontier orbital gap = 10.3 eV
F_max = 0.48 eV Å⁻¹
Molecular weight = 88.1 g mol⁻¹


2.
Below is C29H35N4PdS5 as an isolated structure, with properties calculated with wB97M-V/def2-TZVPD.

Geometry (Å):
Pd1 -1.83326 0.58959 0.20695
S1 -4.89958 3.43355 2.24085
C1 -3.81260 2.44148 1.47017
S2 -4.00989 0.76301 1.30930
S3 -2.39409 3.11116 0.75860
C2 -4.13066 -3.67497 0.08387
C3 -3.10284 -3.36132 1.13127
C4 -2.90572 -4.21534 2.21424
C5 -1.96094 -3.90422 3.18330
C6 -1.72188 -4.79806 4.36830
C7 -1.22236 -2.74346 3.08054
C8 -1.39038 -1.84177 2.00642
C9 -2.33609 -2.22472 1.01890
N1 -0.70690 -0.70114 1.80096
C10 0.02075 -0.01378 2.85288
C11 1.40989 -0.65857 3.05697
C12 0.25332 1.42613 2.36310
C13 -0.76086 0.08800 4.18079
H1 -4.65049 -4.60482 0.30850
H2 -3.65870 -3.76122 -0.89374
H3 -4.86057 -2.86918 0.02276
H4 -3.47912 -5.12831 2.29531
H5 -2.36824 -5.67092 4.33816
H6 -1.91582 -4.25697 5.29525
H7 -0.68416 -5.13368 4.39052
H8 -0.48124 -2.55401 3.83893
H9 -2.49633 -1.56273 0.15556
H10 1.94959 -0.64905 2.11204
H11 1.33832 -1.69100 3.38908
H12 1.97413 -0.08734 3.79308
H13 0.59960 1.42101 1.33025
H14 1.00244 1.93157 2.97004
H15 -0.67921 1.99163 2.41034
H16 -0.63270 -0.78517 4.81349
H17 -1.82120 0.20380 3.95786
H18 -0.42833 0.96551 4.73348
C14 -1.00785 0.23983 -4.97558
N2 -1.29686 1.26302 -4.01581
C15 -0.77654 2.53988 -3.98235
C16 -1.23996 3.14076 -2.86323
N3 -2.04301 2.24347 -2.21865
C17 -2.05495 1.07462 -2.89950
S4 -2.87691 -0.30423 -2.46769
H19 -0.19982 0.56641 -5.63020
H20 -1.89320 0.01007 -5.57151
H21 -0.70705 -0.67322 -4.45584
H22 -0.12953 2.90904 -4.75300
H23 -1.10013 4.13386 -2.49086
H24 -2.42521 2.34664 -1.25122
N4 0.18222 0.36641 -1.30056
S5 1.54981 -0.07502 -0.72602
C18 2.39823 1.50532 -0.29605
C19 1.75472 2.68518 -0.61759
C20 2.32263 3.88836 -0.24356
C21 3.51769 3.89615 0.45750
C22 4.14609 2.70742 0.78667
C23 3.58890 1.50063 0.40234
C24 2.62815 -0.20133 -2.19992
C25 2.37294 0.56483 -3.32091
C26 3.23788 0.50745 -4.39764
C27 4.34854 -0.32033 -4.35263
C28 4.59876 -1.08817 -3.22730
C29 3.73557 -1.02956 -2.14749
H25 -0.57292 -0.08441 -0.73770
H26 0.80429 2.63393 -1.13567
H27 1.82899 4.81690 -0.48505
H28 3.96688 4.83372 0.74726
H29 5.06458 2.72018 1.35470
H30 4.07776 0.56686 0.63687
H31 1.51052 1.21186 -3.31455
H32 3.06282 1.12715 -5.26337
H33 5.02588 -0.35940 -5.19141
H34 5.47549 -1.71933 -3.17928
H35 3.92071 -1.61965 -1.26151

Energy = -94257.2415 eV
LUMO energy (alpha / beta) = 1.5 / 1.5 eV
Total charge = -1
Frontier orbital gap (alpha / beta) = 5.0 / 5.0 eV
F_max = 3.58 eV Å⁻¹
Molecular weight = 706.4 g mol⁻¹


3.
Below is C53H60BCl3N7OSW as an isolated structure, with properties calculated with wB97M-V/def2-TZVPD.

Geometry (Å):
W1 -0.85531 0.80676 1.26829
C1 1.21401 4.08003 3.70191
C2 1.04808 2.65106 3.19262
C3 -0.25378 2.36606 2.49265
C4 -1.95137 2.63890 0.65367
C5 -2.61942 2.97380 -0.63911
C6 -3.39703 4.28672 -0.56154
C7 -2.37492 2.40123 1.98658
C8 -3.39783 1.81922 2.86093
C9 -3.02051 0.70083 3.48306
C10 -3.63032 -0.14900 4.49569
C11 -4.97810 0.07721 5.09716
C12 -6.04605 -0.75952 4.38279
C13 -2.77912 -1.18257 4.68748
C14 -1.65693 -0.99290 3.76254
C15 -0.63035 -1.95143 3.51341
C16 0.27663 -1.87305 2.51486
N1 0.43288 -0.83000 1.59149
C17 1.51944 -1.17565 0.81919
C18 2.19952 -0.36322 -0.04723
C19 1.98402 1.01999 -0.19740
N2 0.94113 1.67546 0.28635
C20 1.17363 3.05309 0.03441
C21 0.33404 3.96205 0.54874
C22 -0.74313 3.30323 1.28553
N3 -1.34622 3.29246 2.64153
C23 2.41391 3.18342 -0.73494
C24 2.92199 1.93936 -0.85734
C25 4.24290 1.51517 -1.40499
C26 5.29469 1.38652 -0.29912
C27 2.95871 4.48397 -1.22793
C28 2.02855 5.15883 -2.24183
C29 1.97843 -2.52736 1.16861
C30 1.24346 -2.93881 2.21443
C31 1.36352 -4.20617 2.99665
C32 2.17847 -4.01545 4.27968
C33 3.05810 -3.25296 0.43481
C34 2.58736 -3.72820 -0.94317
N4 -1.78535 0.12299 3.08783
C35 -2.89951 -2.32741 5.64017
C36 -1.90326 -2.22747 6.79872
H1 2.13766 4.16802 4.27340
H2 0.38305 4.36469 4.34498
H3 1.26300 4.79974 2.88316
H4 1.09293 1.95575 4.03653
H5 1.87612 2.37258 2.53560
H6 -3.28304 2.15109 -0.91747
H7 -1.85500 3.04556 -1.41746
H8 -4.17370 4.23075 0.20189
H9 -3.87455 4.51421 -1.51423
H10 -2.73738 5.11828 -0.30628
H11 -4.33443 2.32045 3.06844
H12 -5.23453 1.13589 5.02857
H13 -4.95247 -0.16662 6.16101
H14 -6.08633 -0.51742 3.32002
H15 -7.02831 -0.57702 4.81713
H16 -5.82787 -1.82455 4.46457
H17 -0.62438 -2.83951 4.12832
H18 3.06633 -0.78239 -0.53750
H19 0.40731 5.02579 0.37212
H20 4.57660 2.23614 -2.15088
H21 4.13676 0.56205 -1.92467
H22 5.46586 2.35098 0.18029
H23 6.24322 1.03334 -0.70275
H24 4.97029 0.68560 0.47237
H25 3.93482 4.31588 -1.68418
H26 3.12420 5.14972 -0.37593
H27 1.82844 4.49016 -3.08188
H28 2.48368 6.06791 -2.63285
H29 1.07093 5.42692 -1.79617
H30 1.83105 -4.96844 2.37233
H31 0.36777 -4.58406 3.23895
H32 3.19474 -3.69638 4.04634
H33 2.23423 -4.94600 4.84321
H34 1.73208 -3.25510 4.92220
H35 3.38823 -4.10698 1.02657
H36 3.93123 -2.60350 0.32907
H37 1.74725 -4.41680 -0.84268
H38 3.38658 -4.24589 -1.47276
H39 2.25616 -2.88903 -1.55899
H40 -2.75704 -3.26809 5.10046
H41 -3.91666 -2.35633 6.03230
H42 -0.87321 -2.17930 6.44011
H43 -1.98925 -3.08994 7.45871
H44 -2.08776 -1.32843 7.38735
Cl1 4.46547 3.71578 -5.12980
C37 3.15813 2.58006 -5.12664
C38 3.37104 1.28436 -4.69247
C39 2.32878 0.37266 -4.72866
C40 1.06973 0.70776 -5.21909
C41 -0.05424 -0.29058 -5.44026
C42 -1.22172 -0.18916 -4.45041
N5 -1.00244 -0.45058 -3.02957
C43 -1.22103 -1.65921 -2.41043
C44 -1.00320 -1.45803 -1.08786
N6 -0.69988 -0.12910 -0.87729
C45 -0.71602 0.44354 -2.06433
O1 0.33274 -1.61919 -5.72804
C46 1.13062 -2.43088 -4.86188
C47 0.64912 -3.84945 -4.92005
C48 0.58501 -4.58379 -6.06807
Cl2 1.03908 -4.06849 -7.63610
S1 0.01547 -6.17686 -5.81008
C49 -0.12563 -5.89676 -4.13039
C50 0.24261 -4.63051 -3.79804
C51 0.89382 2.03621 -5.61688
Cl3 -0.63735 2.58378 -6.24015
C52 1.91243 2.97301 -5.57541
H45 4.35239 0.98327 -4.35917
H46 2.53226 -0.63214 -4.39989
H47 -0.52340 0.01500 -6.37886
H48 -1.97625 -0.90309 -4.77837
H49 -1.64804 0.80958 -4.53315
H50 -1.52173 -2.52960 -2.96598
H51 -1.09141 -2.16017 -0.27664
H52 -0.50760 1.48153 -2.26659
H53 1.11294 -2.08076 -3.82730
H54 2.16326 -2.39960 -5.22213
H55 -0.47435 -6.68025 -3.47785
H56 0.24821 -4.26255 -2.78197
H57 1.73821 3.98279 -5.91832
B1 -4.85631 -1.67588 0.31874
C53 -3.61341 -0.77157 0.58180
N7 -2.69085 -0.09885 0.77870
H58 -4.72509 -2.62878 1.05716
H59 -5.82479 -1.00917 0.60639
H60 -4.82606 -1.98126 -0.85119

Energy = -119310.6219 eV
LUMO energy = -4.2 eV
Total charge = +1
Frontier orbital gap = 5.7 eV
F_max = 1.11 eV Å⁻¹
Molecular weight = 1144.2 g mol⁻¹


4.
Below is a 2-piece molecular cluster, CH3Cl2PS overall, with properties calculated with wB97M-V/def2-TZVPD.

Geometry (Å):
C1 0.33927 0.58590 -1.05768
P1 -0.54513 -1.60515 0.76486
S1 1.15508 -0.65458 -0.02913
Cl1 0.32218 -2.53682 2.22745
Cl2 -1.51127 1.41503 1.70597
H1 0.08920 0.21646 -2.05233
H2 0.81721 1.61872 -0.91109
H3 -0.66654 0.96043 -0.64804

Energy = -46253.4359 eV
LUMO energy (alpha / beta) = -2.8 / -2.8 eV
Total charge = 0
Frontier orbital gap (alpha / beta) = 6.2 / 6.0 eV
F_max = 3.05 eV Å⁻¹
Molecular weight = 149.0 g mol⁻¹


5.
Below is C3HBaO3 as an isolated structure, with properties calculated with wB97M-V/def2-TZVPD.

Geometry (Å):
O1 0.60105 -0.11412 3.02643
C1 0.24155 0.13735 1.94443
C2 -0.04330 0.35786 0.67440
O2 -1.39419 0.68398 0.36875
C3 -1.65964 0.82795 -0.91704
O3 -1.35762 1.83269 -1.52550
Ba1 1.52173 -0.66964 -1.14460
H1 -2.66580 0.79613 -1.54699

Energy = -9952.1444 eV
LUMO energy = -5.3 eV
Total charge = +1
Frontier orbital gap = 6.2 eV
F_max = 6.01 eV Å⁻¹
Molecular weight = 222.4 g mol⁻¹


6.
Below is C33H26CoN2O3PSe4 as an isolated structure, with properties calculated with wB97M-V/def2-TZVPD.

Geometry (Å):
Co1 0.46033 0.02868 2.19990
Se1 0.67158 -0.32704 4.63166
Se2 2.17127 1.39933 4.82683
Se3 1.04366 3.32241 3.91468
Se4 0.04951 2.48419 1.98192
O1 2.12820 -0.52275 1.18098
P1 2.94326 -0.06739 0.00518
C1 3.28363 1.69263 -0.01638
C2 3.23571 2.44427 -1.18614
C3 3.48503 3.80739 -1.13540
C4 3.77429 4.41354 0.07903
C5 3.82005 3.66399 1.24594
C6 3.57449 2.30224 1.20101
C7 4.53629 -0.90852 0.04361
C8 4.69339 -1.98843 0.90515
C9 5.90945 -2.65534 0.95695
C10 6.96134 -2.24588 0.15103
C11 6.80760 -1.16170 -0.70428
C12 5.59773 -0.48882 -0.75435
C13 2.13755 -0.47189 -1.55131
C14 0.83424 -0.00087 -1.70029
C15 0.10438 -0.33435 -2.82974
C16 0.67984 -1.12329 -3.81697
C17 1.98062 -1.58735 -3.67373
C18 2.71056 -1.26908 -2.53743
H1 2.98098 1.97292 -2.12751
H2 3.43240 4.39832 -2.04079
H3 3.94437 5.48210 0.11940
H4 4.00142 4.13975 2.20024
H5 3.55444 1.72696 2.11901
H6 3.86564 -2.28341 1.53765
H7 6.03546 -3.49072 1.63299
H8 7.90976 -2.76605 0.19525
H9 7.63391 -0.83490 -1.32227
H10 5.47997 0.37229 -1.40239
H11 0.36719 0.60392 -0.93063
H12 -0.91679 0.01389 -2.91905
H13 0.10848 -1.38754 -4.69803
H14 2.42303 -2.21067 -4.44049
H15 3.71596 -1.65208 -2.41417
O2 -1.35579 -2.75469 2.67856
C19 -1.79006 -1.97054 1.86484
N1 -3.04735 -2.07703 1.27015
C20 -3.38226 -0.83682 0.59521
C21 -1.97930 -0.18542 0.54382
O3 -1.71877 0.80106 -0.12787
N2 -1.13902 -0.86010 1.35379
C22 -4.33090 0.01750 1.44371
C23 -4.00420 1.29405 1.88390
C24 -4.89855 2.00768 2.67331
C25 -6.12325 1.46279 3.02057
C26 -6.45722 0.18933 2.57650
C27 -5.56631 -0.52419 1.79375
C28 -3.96669 -1.03602 -0.79229
C29 -4.15602 0.06266 -1.62954
C30 -4.71340 -0.10362 -2.88667
C31 -5.10239 -1.36412 -3.32340
C32 -4.92279 -2.45750 -2.49187
C33 -4.35539 -2.29403 -1.23397
H16 -3.74008 -2.55806 1.82177
H17 -3.04424 1.73234 1.64088
H18 -4.61872 2.99149 3.02705
H19 -6.81343 2.02120 3.64027
H20 -7.41219 -0.24794 2.84022
H21 -5.84439 -1.51005 1.43533
H22 -3.85223 1.04247 -1.28853
H23 -4.84820 0.75774 -3.52917
H24 -5.54245 -1.49020 -4.30485
H25 -5.21846 -3.44581 -2.82160
H26 -4.18618 -3.15494 -0.60093

Energy = -352074.8315 eV
Expectation value of S² = 3.76
2S+1 = 4
LUMO energy (alpha / beta) = 2.3 / 2.3 eV
Total charge = -1
Frontier orbital gap (alpha / beta) = 5.9 / 5.9 eV
F_max = 0.74 eV Å⁻¹
Molecular weight = 904.3 g mol⁻¹


7.
Below is one molecule with the formula C4H10N2S, with properties calculated with wB97M-V/def2-TZVPD.

Geometry (Å):
C1 -0.36009 -2.68318 1.35060
C2 -0.89857 -1.63758 0.75925
S1 0.05375 -0.67988 -0.49966
N1 1.58092 -0.85368 -0.13542
N2 -0.54256 -1.04628 -1.87075
C3 -0.43534 1.16757 0.12337
C4 0.29505 2.23213 -0.74023
H1 -1.12450 -3.12278 1.96304
H2 0.59669 -3.19591 1.13835
H3 -1.92587 -1.29559 1.08085
H4 2.03360 -0.36068 -0.84598
H5 -0.27668 -1.90178 -2.32922
H6 -1.57678 1.24110 -0.15911
H7 -0.30462 1.19976 1.12014
H8 1.16435 2.36950 -0.28992
H9 0.39242 1.78487 -1.83332
H10 -0.32705 3.15366 -0.74099

Energy = -18120.4603 eV
LUMO energy = 0.9 eV
Total charge = 0
Frontier orbital gap = 9.6 eV
F_max = 7.53 eV Å⁻¹
Molecular weight = 118.2 g mol⁻¹


8.
Below is one molecule with the formula C4H10ClN, with properties calculated with wB97M-V/def2-TZVPD.

Geometry (Å):
C1 0.00059 1.91250 -0.01085
C2 0.56822 0.72317 -0.73705
N1 -0.04235 0.51861 -2.04795
C3 0.47030 -0.54211 0.09408
C4 1.43431 -0.51560 1.28958
Cl1 -1.28283 -1.06665 0.69188
H1 0.36691 2.86592 -0.39111
H2 -1.13552 1.78564 -0.14513
H3 0.22233 1.84453 1.05584
H4 1.70055 0.81251 -0.82545
H5 0.17716 1.29487 -2.69402
H6 0.38102 -0.30045 -2.54644
H7 0.57661 -1.51782 -0.53513
H8 2.56934 -0.47352 1.20122
H9 1.00555 0.22329 1.89976
H10 1.40006 -1.49994 1.73946

Energy = -18322.1396 eV
LUMO energy = 0.9 eV
Total charge = 0
Frontier orbital gap = 10.5 eV
F_max = 3.15 eV Å⁻¹
Molecular weight = 107.6 g mol⁻¹